Density functional theory data (wB97M-V/def2-TZVPD) for a structure of composition C4H4N2O at a distorted geometry.

Geometry (Å):
N (-0.543, 0.685, -2.174)
C (0.016, 0.991, -1.148)
C (0.710, 1.628, -0.183)
N (0.539, 0.604, 0.610)
C (0.358, -0.404, 1.364)
C (-0.404, -1.490, 0.766)
O (-0.844, -1.451, -0.372)
H (-1.026, -0.178, -2.342)
H (1.216, 2.569, -0.038)
H (0.754, -0.426, 2.377)
H (-0.562, -2.360, 1.416)

Lowest unoccupied orbital energy in eV: 0.164
HOMO in Eh: -0.3059
Frontier orbital gap in eV: 8.49
Energy relative to the best compared isomer or geometry (same formula, charge and spin) in kcal/mol: 101.62


Density functional theory data (wB97M-V/def2-TZVPD) for a structure of composition C4H4N2O at a distorted geometry.

Geometry (Å):
C (0.119, 0.980, -0.828)
C (-0.642, 0.907, 0.588)
C (-0.389, -0.681, 0.657)
C (0.664, -0.420, -0.382)
H (-0.553, 0.909, -1.753)
H (0.873, 1.733, -1.003)
H (0.376, 1.130, 1.327)
H (-1.930, 1.325, 0.913)
N (-0.418, -1.956, 0.934)
N (1.222, -1.450, -0.653)
O (0.679, -2.478, 0.199)

Lowest unoccupied orbital energy in eV: 0.480
HOMO in Eh: -0.3835
Frontier orbital gap in eV: 10.91
Energy relative to the best compared isomer or geometry (same formula, charge and spin) in kcal/mol: 162.34


Density functional theory data (wB97M-V/def2-TZVPD) for a cluster of 2 separate species, C4H4N2O in total at a distorted geometry.

Geometry (Å):
O (2.130, -1.425, 0.206)
C (1.142, -0.711, 0.137)
C (1.061, 0.718, 0.013)
C (-0.104, 1.366, -0.208)
N (-1.341, 0.792, -0.313)
C (-1.309, -0.570, -0.281)
N (-0.088, -1.357, -0.039)
H (2.009, 1.242, 0.084)
H (-0.141, 2.448, -0.325)
H (-1.091, -1.400, 1.092)
H (-2.268, -1.102, -0.365)

Lowest unoccupied orbital energy in eV: -1.207
HOMO in Eh: -0.3474
Frontier orbital gap in eV: 8.24
Energy relative to the best compared isomer or geometry (same formula, charge and spin) in kcal/mol: 89.01


Density functional theory data (wB97M-V/def2-TZVPD) for the molecule C4H4N2O2 at a distorted geometry.

Geometry (Å):
H (1.626, -1.185, -1.897)
N (0.601, -0.958, -1.754)
C (0.495, -0.328, -0.680)
N (1.546, 0.075, 0.213)
C (1.198, 0.537, 1.330)
O (-0.053, 0.754, 1.802)
C (-1.077, 0.626, 0.869)
C (-0.855, 0.043, -0.270)
O (-1.765, -0.300, -1.173)
H (1.751, 0.691, 2.178)
H (-2.117, 0.784, 1.303)
H (-1.349, -0.740, -1.920)

Lowest unoccupied orbital energy in eV: 0.725
Structure (SMILES): [H]/N=c1\ncocc1O
HOMO in Eh: -0.3350
Frontier orbital gap in eV: 9.84
Energy relative to the best compared isomer or geometry (same formula, charge and spin) in kcal/mol: 45.95


Density functional theory data (wB97M-V/def2-TZVPD) for the molecule C4H4N2O2 at a distorted geometry.

Geometry (Å):
O (-2.697, 0.343, 0.080)
C (-1.524, 0.350, 0.079)
C (-0.396, 1.273, 0.186)
C (0.440, 0.369, -0.573)
O (1.552, -0.183, 0.087)
C (1.140, -1.444, 0.402)
N (0.000, -1.865, 0.042)
N (-0.494, -0.758, -0.571)
H (-0.640, 2.197, -0.085)
H (0.025, 1.342, 1.201)
H (0.828, 0.597, -1.617)
H (1.766, -2.220, 0.768)

Lowest unoccupied orbital energy in eV: 0.765
Structure (SMILES): O=C1C[C@H]2OC=NN12
HOMO in Eh: -0.3157
Frontier orbital gap in eV: 9.36
Energy relative to the best compared isomer or geometry (same formula, charge and spin) in kcal/mol: 90.31


Density functional theory data (wB97M-V/def2-TZVPD) for the molecule C4H4N2O2 at a distorted geometry.

Geometry (Å):
O (-1.520, 1.423, -0.203)
C (-0.449, 0.925, -0.015)
C (0.886, 1.389, 0.162)
C (1.875, 0.412, 0.033)
C (1.602, -0.977, -0.242)
N (0.359, -1.345, -0.004)
N (-0.575, -0.529, 0.048)
O (-1.802, -0.999, 0.075)
H (1.091, 2.393, 0.522)
H (2.881, 0.575, 0.081)
H (2.422, -1.648, -0.013)
H (-1.790, -2.091, 0.498)

Lowest unoccupied orbital energy in eV: 0.219
Structure (SMILES): O=c1cccnn1O
HOMO in Eh: -0.3196
Frontier orbital gap in eV: 8.92
Energy relative to the best compared isomer or geometry (same formula, charge and spin) in kcal/mol: 109.22